# C4H9N

The molecule C4H9N at a distorted geometry (the ωB97M-V functional and the def2-TZVPD basis, the Open Molecules 2025 dataset).

Structure (ORCA input):
```
! wB97M-V def2-TZVPD RIJCOSX def2/J DEFGRID3
* xyz 0 1
C 2.329 -0.682 -0.759
C 1.492 -0.232 0.187
C -0.006 -0.500 0.147
C -0.945 0.693 0.220
N -2.452 0.592 0.442
H 2.062 -1.200 -1.657
H 3.413 -0.542 -0.629
H 1.758 0.499 0.966
H -0.160 -0.991 -0.852
H -0.235 -1.298 0.859
H -0.782 1.411 -0.546
H -0.607 1.301 1.182
H -2.977 1.215 -0.016
H -2.892 -0.266 0.457
*
```

Output
* strongest force on any atom: 5.1 eV/A
* E_HOMO: -0.3244 Ha
* relative energy (zero: lowest compared OMol25 entry of this formula, charge and spin): 35.6 kcal/mol
* total energy: -212.494386 a.u.

---

# C7H10FN

The molecule C7H10FN at a distorted geometry (the ωB97M-V functional and the def2-TZVPD basis, the Open Molecules 2025 dataset).

Structure (ORCA input):
```
! wB97M-V def2-TZVPD RIJCOSX def2/J DEFGRID3
* xyz 0 1
C -0.512 -1.871 0.374
C -0.383 -0.332 0.260
C 0.280 0.234 1.589
C 0.737 1.460 1.615
C 0.564 2.316 0.484
C 0.501 1.813 -0.753
C 0.346 0.186 -1.023
N -0.299 -0.047 -2.246
F 1.625 -0.370 -1.011
H 0.486 -2.419 0.562
H -1.054 -2.372 -0.432
H -1.044 -2.052 1.289
H -1.388 0.089 0.375
H 0.518 -0.391 2.403
H 1.168 1.854 2.547
H 0.799 3.458 0.556
H 0.588 2.378 -1.645
H -0.872 -0.823 -2.213
H 0.358 -0.318 -2.942
*
```

Output
* strongest force on any atom: 4.3 eV/A
* E_HOMO: -0.3196 Ha
* relative energy (zero: lowest compared OMol25 entry of this formula, charge and spin): 20.0 kcal/mol
* total energy: -427.290673 a.u.

---

# C4H10NO5S2

A structure of composition C4H10NO5S2 at a distorted geometry (the ωB97M-V functional and the def2-TZVPD basis, the Open Molecules 2025 dataset).

Structure (ORCA input):
```
! wB97M-V def2-TZVPD RIJCOSX def2/J DEFGRID3
* xyz -1 1
C -1.668 1.647 -0.153
C 2.443 0.837 -0.092
C -1.184 0.500 0.734
C 1.147 -0.015 -0.205
N 0.252 0.384 0.929
O -3.426 -0.874 0.327
O 1.245 -2.230 1.514
O -1.458 -1.587 -1.032
O 0.675 -2.634 -0.894
O 0.594 0.113 -1.431
S -1.983 -1.196 0.386
S 1.653 -1.961 0.141
H -2.516 2.315 0.283
H -2.040 1.387 -1.228
H -0.846 2.373 -0.191
H 2.356 1.867 0.281
H 3.071 0.866 -1.023
H 3.228 0.485 0.598
H -1.632 0.631 1.809
H 0.592 -0.353 1.688
H -0.210 -0.473 -1.316
H -0.293 -2.080 -1.124
*
```

Output
* strongest force on any atom: 2.9 eV/A
* E_HOMO: -0.1541 Ha
* relative energy (zero: lowest compared OMol25 entry of this formula, charge and spin): 15.4 kcal/mol
* total energy: -1385.752094 a.u.

---

# C25H20Cl3N4O6RuS

A structure of composition C25H20Cl3N4O6RuS at a distorted geometry (the ωB97M-V functional and the def2-TZVPD basis, the Open Molecules 2025 dataset).

Structure (ORCA input):
```
! wB97M-V def2-TZVPD RIJCOSX def2/J DEFGRID3
* xyz 0 2
Ru 0.465 0.518 -0.025
N -3.426 -4.125 -4.271
C -3.253 -2.961 -3.541
C -2.909 -3.021 -2.187
C -2.788 -1.863 -1.445
C -3.005 -0.629 -2.050
C -3.348 -0.553 -3.392
C -3.474 -1.714 -4.132
S -2.788 0.833 -1.105
O -3.067 0.524 0.268
O -3.465 1.910 -1.761
N -1.172 1.109 -1.146
C -0.447 1.493 -2.224
N -0.878 1.674 -3.467
C 0.068 1.966 -4.355
C 1.423 2.043 -4.056
C 1.786 1.801 -2.743
N 0.857 1.559 -1.834
H -2.973 -4.948 -3.913
H -3.369 -4.038 -5.272
H -2.749 -3.984 -1.718
H -2.529 -1.903 -0.395
H -3.509 0.417 -3.842
H -3.753 -1.661 -5.178
H -0.277 2.129 -5.371
H 2.158 2.266 -4.814
H 2.813 1.802 -2.398
C 1.950 5.188 4.661
O 1.221 4.155 5.308
C 0.778 3.133 4.553
C 0.081 2.125 5.257
C -0.402 1.060 4.568
C -0.230 0.899 3.165
C -0.740 -0.274 2.528
C -1.657 -1.250 3.210
O -0.478 -0.601 1.343
C 0.472 1.927 2.468
O 0.694 1.996 1.183
C 0.963 3.035 3.197
H 2.235 5.886 5.442
H 1.332 5.698 3.920
H 2.846 4.790 4.179
H -0.048 2.225 6.325
H -0.921 0.292 5.120
H -2.092 -0.895 4.136
H -1.111 -2.176 3.397
H -2.461 -1.465 2.506
H 1.481 3.787 2.623
Cl 4.439 -5.405 -0.722
C 3.808 -3.811 -0.448
C 2.571 -3.469 -0.955
C 2.097 -2.191 -0.720
Cl 0.527 -1.751 -1.368
C 2.796 -1.218 -0.001
O 2.365 0.007 0.180
C 4.052 -1.626 0.491
Cl 4.980 -0.481 1.395
C 4.554 -2.893 0.277
H 1.985 -4.178 -1.522
H 5.522 -3.162 0.675
*
```

Output
* strongest force on any atom: 1.2 eV/A
* E_HOMO (spin up / spin down): -0.2986 / -0.2975 Ha
* relative energy (zero: lowest compared OMol25 entry of this formula, charge and spin): 0.1 kcal/mol
* total energy: -3508.834380 a.u.
* <S²>: 0.75

---

Question: Which value of strongest force on any atom does entry 4 give?
Answer: 1.2 eV/A

---

Question: Which value of strongest force on any atom does entry 4 give?
Answer: 1.2 eV/A

---

Question: Which value of strongest force on any atom does entry 3 give?
Answer: 2.9 eV/A